(1)
{"formula": "C28H47N2O13P3S", "method": "wB97M-V/def2-TZVPD", "smiles": "C#CC[C@H](C#C)O[C@@H]([C@](S)(O[C@@](C)([PH2]=N)c1ccccc1)P(=N)(O)O)P(=O)(O)O.CCOC(C)=O.CCOC(C)=O.CCOC(C)=O", "charge": 0, "species": ["C", "C", "C", "C", "C", "C", "O", "C", "C", "S", "O", "C", "C", "P", "N", "C", "C", "C", "C", "C", "C", "P", "N", "O", "O", "P", "O", "O", "O", "H", "H", "H", "H", "H", "H", "H", "H", "H", "H", "H", "H", "H", "H", "H", "H", "H", "H", "H", "H", "H", "H", "H", "C", "C", "O", "C", "C", "O", "H", "H", "H", "H", "H", "H", "H", "H", "C", "C", "O", "C", "C", "O", "H", "H", "H", "H", "H", "H", "H", "H", "C", "C", "O", "C", "C", "O", "H", "H", "H", "H", "H", "H", "H", "H"], "xyz": [[2.7478, 2.2908, 2.9079], [1.9118, 1.6179, 2.3049], [1.0365, 0.6975, 1.3601], [1.0822, -0.8412, 1.9047], [1.5787, -0.6937, 3.4092], [1.6781, -0.7451, 4.6314], [2.0860, -1.6089, 1.2399], [1.6727, -2.3787, 0.1127], [1.3675, -3.9564, 0.4459], [2.0236, -4.8339, -1.1348], [0.0482, -4.3752, 0.4180], [-0.8949, -4.4111, 1.4555], [-1.6342, -5.8550, 1.3507], [-0.5251, -4.1840, 3.2732], [0.0844, -5.4262, 4.0691], [-2.0978, -3.3891, 1.0817], [-2.5034, -2.2147, 1.9123], [-3.6202, -1.2650, 1.4965], [-4.4002, -1.4618, 0.2356], [-3.9911, -2.6688, -0.6431], [-2.8869, -3.6054, -0.2100], [2.5845, -4.6571, 1.7084], [2.7089, -3.9022, 3.0749], [4.1163, -4.5388, 0.9649], [2.2692, -6.3041, 1.8048], [0.4703, -1.5984, -1.0985], [0.0123, -2.5342, -2.1958], [-0.8930, -0.8873, -0.4793], [1.3182, -0.3649, -1.9178], [3.4708, 2.5926, 3.7113], [-0.0523, 1.0017, 1.4427], [1.4718, 0.8039, 0.3252], [0.0786, -1.3534, 1.8368], [1.5828, -0.9658, 5.7309], [2.6404, -2.4386, -0.5007], [3.2454, -4.2808, -1.4414], [-2.5429, -5.8699, 2.0196], [-0.9062, -6.7011, 1.6030], [-1.9480, -6.0653, 0.2736], [-1.7811, -3.8740, 3.9194], [0.3057, -3.0363, 3.4287], [0.2153, -6.1757, 3.3801], [-1.9706, -1.9394, 2.8620], [-3.8770, -0.3637, 2.1388], [-5.2104, -0.7229, -0.0065], [-4.5683, -2.7982, -1.6065], [-2.6720, -4.4677, -0.9105], [2.5113, -4.5812, 3.8237], [4.5265, -3.7282, 1.3512], [1.5428, -6.5192, 1.1805], [-1.0358, -0.0325, -0.9417], [2.0812, -0.7498, -2.3939], [4.1487, 5.3014, -1.8254], [5.5108, 5.1405, -1.1826], [5.3976, 4.9867, 0.2391], [5.2120, 3.8058, 0.8579], [4.7735, 2.6198, 0.0439], [5.3178, 3.7314, 2.0573], [3.5284, 4.4148, -1.6793], [4.2473, 5.4818, -2.8962], [3.6135, 6.1399, -1.3773], [6.0854, 4.3208, -1.6224], [6.0955, 6.0477, -1.3466], [3.6843, 2.6030, -0.0096], [5.1183, 1.7142, 0.5443], [5.1994, 2.5975, -0.9577], [-9.6674, -2.9700, 2.7918], [-10.3357, -3.1559, 1.4449], [-9.7612, -2.2875, 0.4597], [-8.6801, -2.5973, -0.2822], [-7.8169, -3.7547, 0.1386], [-8.3729, -1.9006, -1.2178], [-8.6091, -3.2346, 2.7553], [-10.1526, -3.5873, 3.5508], [-9.7229, -1.9241, 3.1018], [-10.3184, -4.1964, 1.1110], [-11.3877, -2.8761, 1.5233], [-7.0568, -3.4045, 0.8384], [-7.3236, -4.1526, -0.7487], [-8.3832, -4.5778, 0.5705], [5.0788, 10.0508, -5.0589], [5.1844, 8.5407, -5.0019], [4.2397, 7.9918, -4.0731], [2.9689, 7.6692, -4.3883], [2.3820, 8.1942, -5.6700], [2.2984, 7.0391, -3.6092], [4.0998, 10.3718, -5.4190], [5.8434, 10.4655, -5.7188], [5.2063, 10.4780, -4.0618], [5.0828, 8.0781, -5.9868], [6.1734, 8.2627, -4.6328], [1.9391, 9.1742, -5.4890], [1.6013, 7.5065, -5.9963], [3.0993, 8.2520, -6.4864]], "forces_ev_per_a": [[-0.96, -1.60, 0.34], [0.57, 0.12, -0.83], [0.50, 0.58, 1.65], [1.53, 1.74, 2.07], [-1.52, -1.39, 0.52], [-0.83, -0.59, -0.94], [-0.80, -0.01, -0.71], [1.20, -0.31, 0.74], [1.95, 1.04, -1.92], [-0.48, -0.35, -0.43], [0.77, -0.24, 0.09], [-4.21, -0.18, -0.11], [0.87, -0.21, -0.38], [0.94, -1.17, 1.93], [-0.42, 0.27, -1.50], [-2.26, 2.13, -1.12], [-1.31, 0.04, -2.37], [0.31, -1.92, -1.78], [3.31, -2.52, 1.24], [1.02, 1.04, 2.89], [-1.14, 2.38, 0.94], [2.06, -0.49, 1.60], [-0.68, -1.26, -0.80], [-2.10, 0.57, 0.41], [-0.25, 2.37, -1.08], [-1.94, -0.73, -4.95], [1.20, 0.99, 2.48], [2.52, 0.46, -0.28], [-0.55, -1.05, 2.07], [-1.15, -0.08, -1.61], [1.36, -0.08, -0.40], [-0.79, -0.27, 0.98], [1.00, 0.71, 0.24], [0.56, 0.65, -1.92], [-1.51, 0.21, 0.65], [-0.79, -0.14, 0.81], [1.11, -0.10, -0.67], [-1.03, 1.16, -0.01], [0.38, 0.61, 1.47], [0.54, 0.29, -0.91], [-0.61, 0.01, -0.30], [0.22, -0.01, 0.69], [-0.59, -0.43, -1.10], [0.51, -1.43, -0.77], [0.92, -1.10, -0.02], [0.98, -0.12, 1.27], [-0.08, 1.27, 1.06], [-0.02, 0.54, -0.05], [-0.43, -0.87, 0.01], [0.62, -0.08, 0.23], [0.00, -0.54, 0.32], [-0.66, 0.10, 0.24], [-0.04, -0.15, 0.15], [-0.29, -0.08, -0.25], [0.42, 0.24, 0.28], [-0.31, -0.20, 0.32], [0.49, -0.46, -0.27], [0.14, 0.34, -0.45], [0.08, -0.03, -0.07], [-0.02, 0.04, 0.11], [0.11, 0.00, -0.15], [-0.07, -0.04, 0.11], [-0.01, -0.05, 0.27], [0.05, 0.04, 0.00], [-0.21, 0.13, 0.15], [-0.20, 0.14, -0.08], [0.19, 0.05, 0.05], [0.11, -0.09, 0.25], [-0.38, 0.19, -0.30], [0.48, 0.19, -0.18], [-0.14, -0.57, -0.29], [-0.37, -0.11, 0.44], [-0.06, -0.09, 0.01], [0.01, 0.03, -0.05], [-0.10, -0.08, -0.03], [0.11, 0.08, -0.01], [0.12, 0.14, -0.21], [-0.06, -0.04, 0.01], [0.08, 0.23, 0.08], [0.09, 0.08, 0.24], [-0.15, 0.12, 0.03], [0.00, 0.27, -0.15], [0.25, -0.40, 0.28], [-0.58, 0.08, 0.13], [0.03, -0.39, -0.53], [0.49, 0.28, -0.21], [0.07, -0.04, -0.08], [-0.03, -0.04, 0.04], [0.08, -0.08, -0.06], [-0.11, 0.04, 0.07], [-0.19, -0.12, 0.15], [0.07, -0.02, -0.02], [-0.05, 0.13, 0.22], [0.03, 0.25, 0.06]]}

***

(2)
{"formula": "C28H48CaN9O4S3SeSi", "method": "wB97M-V/def2-TZVPD", "e_above_lowest_kj_mol": 36.73, "charge": 1, "species": ["Ca", "N", "C", "N", "C", "C", "S", "C", "C", "S", "C", "N", "N", "H", "H", "H", "H", "H", "H", "N", "C", "C", "C", "C", "N", "H", "H", "H", "H", "H", "H", "H", "H", "H", "H", "H", "H", "C", "C", "C", "C", "O", "Si", "S", "O", "C", "C", "C", "C", "O", "C", "C", "C", "C", "H", "H", "H", "H", "H", "H", "H", "H", "H", "H", "H", "H", "H", "H", "H", "H", "H", "H", "H", "H", "H", "H", "H", "H", "H", "H", "H", "Se", "N", "C", "C", "C", "C", "N", "C", "N", "H", "H", "H", "O", "C"], "xyz": [[-1.2351, -0.5407, -0.6038], [-3.8866, 0.2687, 2.0784], [-4.4528, -0.0349, 0.8986], [-3.7730, -0.3598, -0.1767], [-4.6191, -0.5909, -1.2499], [-5.9361, -0.4427, -0.9859], [-6.1701, 0.0242, 0.6529], [-4.0448, -0.9933, -2.5335], [-4.7178, -1.0822, -3.7024], [-3.6934, -1.6841, -4.9463], [-2.3903, -1.7777, -3.7994], [-2.7073, -1.3598, -2.5988], [-1.1911, -2.2831, -4.1413], [-2.8906, 0.1053, 2.1638], [-4.4446, 0.3473, 2.9087], [-6.7809, -0.5981, -1.6340], [-5.7417, -0.8274, -3.9138], [-0.9695, -2.4870, -5.0977], [-0.4724, -2.4135, -3.4452], [-1.0359, -0.8872, 2.0017], [-1.7103, -2.0728, 2.5633], [-0.7576, -3.1848, 2.9789], [0.1076, -3.7085, 1.8283], [-0.6892, -4.1166, 0.5869], [-0.7250, -3.0470, -0.4410], [-0.1410, -1.1785, 1.5871], [-0.7101, -0.2489, 2.7236], [-2.4056, -2.4581, 1.8103], [-2.3235, -1.7714, 3.4150], [-1.3500, -4.0095, 3.3854], [-0.1116, -2.8326, 3.7881], [0.6687, -4.5696, 2.1940], [0.8618, -2.9704, 1.5364], [-1.7182, -4.3610, 0.8595], [-0.2565, -5.0228, 0.1540], [-1.2418, -3.4277, -1.2328], [0.2240, -2.9428, -0.8068], [-0.4093, 4.1584, -0.5397], [-1.2873, 2.9386, -0.2993], [-2.1496, 3.1455, 0.9360], [-2.1521, 2.6664, -1.5232], [-0.4677, 1.7398, -0.1398], [0.9580, 1.5110, 0.7365], [1.5868, -0.3683, 0.1430], [0.4202, 1.6577, 2.2839], [1.1191, 1.9690, 3.5067], [2.4145, 1.1715, 3.5933], [0.1748, 1.5642, 4.6316], [1.3872, 3.4689, 3.5600], [2.0439, 2.7085, 0.5247], [3.2313, 3.0026, -0.2264], [3.3842, 4.5175, -0.1856], [4.4207, 2.3234, 0.4445], [3.0952, 2.5159, -1.6615], [-1.0419, 5.0183, -0.7630], [0.2587, 3.9907, -1.3849], [0.1922, 4.3881, 0.3385], [-2.7146, 4.0732, 0.8395], [-1.5230, 3.2015, 1.8247], [-2.8566, 2.3256, 1.0531], [-2.8210, 3.5068, -1.7100], [-2.7784, 1.7823, -1.3652], [-1.5302, 2.5180, -2.4076], [2.2122, 0.1049, 3.4806], [2.8928, 1.3409, 4.5586], [3.1038, 1.4720, 2.8057], [0.0309, 0.4805, 4.6422], [-0.7931, 2.0518, 4.5028], [0.5859, 1.8571, 5.5977], [2.0056, 3.7666, 2.7154], [1.9010, 3.7295, 4.4861], [0.4456, 4.0201, 3.5221], [3.4317, 4.8649, 0.8469], [2.5371, 4.9985, -0.6763], [4.3006, 4.8172, -0.6953], [4.5784, 2.7345, 1.4427], [5.3277, 2.4881, -0.1384], [4.2386, 1.2511, 0.5262], [2.1988, 2.9283, -2.1296], [3.0443, 1.4286, -1.6758], [3.9620, 2.8294, -2.2449], [0.6787, -6.4752, -3.7342], [2.4082, -6.2486, -3.9449], [2.6945, -5.0498, -3.4751], [3.9878, -4.4545, -3.4326], [4.0825, -3.2160, -2.8942], [2.9187, -2.5451, -2.4045], [1.7100, -3.0339, -2.4280], [1.5735, -4.2905, -2.9496], [0.4003, -4.8956, -3.0033], [4.8388, -5.0002, -3.8173], [5.0325, -2.7058, -2.8191], [3.0171, -1.5586, -1.9628], [0.0007, 0.2184, -2.8043], [1.1292, 0.1368, -2.9124]], "forces_ev_per_a": [[-0.12, 0.00, 0.37], [0.10, 0.02, 0.09], [-0.31, -0.06, -0.31], [0.45, 0.01, 0.09], [-0.13, 0.02, 0.09], [0.01, 0.00, -0.06], [0.12, 0.01, 0.17], [-0.05, -0.07, -0.30], [-0.03, 0.07, 0.05], [0.18, -0.07, 0.03], [-0.30, 0.03, -0.15], [0.38, 0.02, 0.40], [0.05, 0.16, 0.06], [-0.02, 0.04, 0.00], [0.00, 0.01, 0.00], [0.02, -0.01, -0.04], [-0.01, 0.01, 0.03], [0.00, -0.06, 0.01], [0.03, -0.06, -0.05], [0.07, -0.31, -0.10], [0.02, -0.07, 0.02], [0.01, 0.05, -0.03], [-0.03, -0.02, 0.00], [0.09, -0.03, 0.02], [-0.12, 0.03, -0.05], [-0.09, 0.08, 0.06], [-0.18, 0.11, -0.03], [-0.03, 0.03, 0.02], [0.03, 0.01, 0.00], [0.00, 0.00, 0.00], [0.00, 0.00, 0.00], [0.00, 0.00, -0.01], [0.00, 0.00, 0.01], [0.00, -0.01, -0.01], [0.00, 0.01, -0.01], [-0.01, 0.03, -0.01], [0.02, -0.01, 0.02], [-0.03, -0.06, 0.00], [0.02, 0.09, -0.10], [0.07, -0.07, -0.03], [0.04, 0.01, 0.03], [-0.11, 0.00, -0.12], [0.48, 0.04, -0.04], [-0.17, -0.01, 0.01], [0.00, 0.03, 0.04], [0.04, 0.01, 0.03], [-0.09, 0.02, -0.03], [0.01, 0.00, -0.05], [-0.03, -0.08, -0.02], [-0.28, -0.05, 0.09], [0.09, 0.02, -0.06], [-0.01, -0.06, -0.01], [-0.12, 0.04, 0.03], [0.02, -0.04, 0.05], [-0.01, 0.00, 0.00], [0.02, 0.01, 0.00], [0.01, 0.02, -0.01], [-0.01, 0.01, 0.00], [-0.02, 0.01, 0.03], [-0.02, -0.03, 0.04], [-0.01, -0.01, -0.01], [-0.02, 0.01, -0.03], [-0.02, 0.00, 0.00], [0.01, -0.01, 0.02], [0.03, -0.01, -0.01], [0.05, 0.00, -0.01], [-0.01, 0.00, 0.03], [0.00, 0.00, 0.01], [-0.01, -0.01, 0.02], [0.00, 0.04, 0.01], [0.00, 0.00, 0.01], [0.01, 0.02, -0.01], [0.00, 0.01, 0.01], [0.01, 0.02, 0.00], [0.00, 0.02, 0.00], [0.00, -0.01, 0.02], [0.01, -0.01, 0.00], [0.03, -0.02, -0.02], [-0.01, 0.00, 0.00], [-0.03, -0.02, -0.05], [-0.01, 0.02, -0.01], [-0.20, -0.18, -0.05], [0.30, 0.05, -0.03], [-0.35, 0.10, 0.12], [0.08, 0.01, 0.00], [0.15, -0.06, -0.03], [-0.24, -0.01, 0.08], [-0.05, 0.18, -0.02], [0.23, -0.37, -0.18], [-0.03, 0.26, 0.12], [0.02, 0.03, 0.01], [0.01, -0.02, -0.01], [0.04, 0.01, -0.02], [0.45, 0.01, -0.10], [-0.47, 0.06, -0.12]]}

***

no.,HOMO level (eV)
1,-8.35
2,-10.42